(1)
Here is a 10-piece molecular cluster, ClH16N2O16S3 overall at a distorted geometry from the OMol25 dataset. Energies are from the ωB97M-V functional and the def2-TZVPD basis.

Properties
- LUMO (Eh) = 0.3756
- net charge = -5
- HOMO (Ha) = 0.200
- multiplicity = 1

Last column: natural (NBO) charge in e.
Atoms and positions in Å:
H  9.384  6.124  -9.768  0.52
H  14.906  9.145  -10.540  0.37
H  16.009  8.852  -9.290  0.47
H  8.276  7.216  -9.620  0.42
Cl  11.204  5.979  -5.196  -0.96
S  13.416  11.337  -7.550  2.60
S  17.921  7.955  -7.953  2.59
S  11.214  4.539  -10.083  2.60
O  16.465  7.906  -8.345  -1.07
H  13.098  7.346  -7.899  0.42
O  11.520  8.465  -10.579  -0.93
O  18.612  7.039  -8.894  -1.14
O  12.428  4.060  -9.423  -1.10
H  11.277  9.633  -3.804  0.44
H  11.162  12.354  -10.107  0.46
H  10.881  8.484  -4.725  0.50
H  16.244  10.057  -10.595  0.37
H  15.063  10.429  -9.501  0.47
O  14.138  10.978  -6.327  -1.05
O  11.011  9.446  -4.706  -0.95
O  18.045  7.454  -6.584  -1.10
O  14.378  11.535  -8.672  -1.10
O  10.936  11.422  -10.137  -1.00
O  10.126  3.682  -9.601  -1.13
O  12.399  10.279  -7.891  -1.14
O  18.469  9.320  -8.030  -1.12
H  12.281  8.327  -11.147  0.46
H  11.689  7.230  -7.119  0.45
H  11.304  11.069  -9.301  0.52
O  11.331  4.438  -11.559  -1.14
O  8.389  6.262  -9.586  -1.03
H  12.129  8.726  -7.853  0.46
N  12.123  7.658  -7.960  -0.96
O  10.907  5.969  -9.743  -1.11
N  15.593  9.617  -9.956  -0.93
O  12.629  12.565  -7.276  -1.12
H  11.686  9.316  -10.156  0.48
H  11.717  7.325  -8.874  0.49

=====

(2)
Here is one molecule with the formula C20H20N4O6 at a distorted geometry from the OMol25 dataset. Energies are from the ωB97M-V functional and the def2-TZVPD basis.

Properties
- LUMO (Eh) = -0.0714
- net charge = 0
- HOMO (Ha) = -0.232
- structure (SMILES) = COc1cccc(OC)c1N1C=CN(C)[C@@H]1/C(=C\[N+](=O)[O-])c1ccc([N+](=O)[O-])cc1
- energy relative to the best compared isomer or geometry (same formula, charge and spin) (kJ/mol) = 1143.73
- multiplicity = 1

Last column: natural (NBO) charge in e.
Atoms and positions in Å:
C  -1.998  2.152  4.183  0.01
C  1.492  -0.890  -1.743  0.15
C  -0.424  1.259  2.567  -0.24
C  3.244  0.334  -3.504  -0.16
H  1.389  -3.112  -5.229  0.18
O  0.756  -2.383  -3.347  -0.50
H  0.569  0.900  2.333  0.23
O  2.140  0.391  0.038  -0.52
H  0.129  -1.824  -5.292  0.19
C  0.485  -2.669  -0.561  -0.04
C  1.634  -1.409  -3.035  0.32
H  -2.129  -0.737  2.207  0.21
C  -1.405  1.277  1.525  0.06
C  -0.339  -2.905  0.487  -0.11
O  -3.534  2.447  5.880  -0.37
N  -0.844  -1.708  0.891  -0.42
C  -1.240  0.603  0.177  0.09
C  2.957  1.398  0.671  -0.25
H  3.840  1.575  -1.840  0.22
O  -1.530  1.712  6.378  -0.38
C  -2.023  1.037  -0.908  -0.17
H  -0.623  -3.837  0.967  0.22
H  -1.254  -2.130  2.878  0.20
C  -2.585  1.988  1.855  -0.22
H  2.655  1.370  1.715  0.19
O  -0.272  0.619  -2.057  -0.49
C  -1.805  -1.733  2.009  -0.40
H  0.401  0.146  0.430  0.26
H  -3.316  2.244  1.102  0.22
C  -2.910  2.391  3.145  -0.16
C  -0.723  1.641  3.876  -0.15
H  1.084  -3.420  -1.095  0.23
C  2.380  0.072  -1.266  0.29
C  -0.408  -0.570  0.110  0.09
H  0.023  1.566  4.666  0.26
C  0.492  -2.706  -4.745  -0.25
C  2.506  -0.774  -3.933  -0.32
H  3.854  0.878  -4.228  0.22
H  4.032  1.224  0.597  0.19
H  2.538  -1.087  -4.990  0.22
H  2.744  2.389  0.263  0.19
N  -1.501  0.968  -2.141  0.46
H  -2.954  1.558  -0.705  0.22
O  -2.057  1.264  -3.222  -0.41
H  -0.283  -3.473  -4.689  0.20
N  0.424  -1.379  -0.953  -0.40
C  3.236  0.710  -2.156  -0.33
H  -3.830  2.905  3.417  0.26
N  -2.375  2.124  5.546  0.49
H  -2.646  -2.395  1.726  0.21

=====

(3)
Here is a 5-piece molecular cluster, C19H41N2O5P overall at a distorted geometry from the OMol25 dataset. Energies are from the ωB97M-V functional and the def2-TZVPD basis.

Properties
- LUMO (Eh) = 0.0200
- net charge = 0
- HOMO (Ha) = -0.282
- structure (SMILES) = CC(=O)N(C)CCCCPN.CC(C)=O.CC(C)=O.CC(C)=O.CC(C)=O
- multiplicity = 1

Last column: natural (NBO) charge in e.
Atoms and positions in Å:
O  3.546  4.403  0.491  -0.56
C  5.609  4.380  -0.713  -0.72
H  2.021  -1.577  4.159  0.24
P  2.324  -5.310  -3.048  0.65
C  3.411  3.490  -1.712  -0.73
O  -3.659  -0.573  -4.191  -0.61
H  1.521  -1.575  5.883  0.23
H  5.999  4.835  0.204  0.24
H  2.899  1.951  5.345  0.24
H  -1.446  -4.645  -2.482  0.22
C  -2.948  -1.008  -3.113  0.71
O  -2.710  3.516  3.389  -0.57
H  0.259  -2.949  -3.178  0.23
H  -1.950  3.410  1.393  0.27
H  5.774  5.072  -1.543  0.23
H  -3.644  -3.652  -1.055  0.21
H  0.460  2.734  2.372  0.24
H  -4.693  1.151  3.521  0.23
C  -1.427  -4.443  -3.646  -0.42
H  1.714  2.336  1.176  0.23
H  1.222  4.031  1.391  0.25
H  -1.260  2.131  4.893  0.27
H  3.841  2.510  -1.933  0.23
O  -0.033  2.024  -0.594  -0.59
H  -3.237  0.987  -1.942  0.25
C  -1.440  3.643  0.455  -0.73
O  0.625  1.128  4.686  -0.57
H  0.312  -1.358  4.597  0.23
C  -2.347  0.222  -2.154  -0.72
C  -2.667  -3.368  -3.959  -0.23
C  1.199  -4.720  -4.474  -0.73
H  -1.629  -5.445  -4.216  0.21
H  -1.189  4.706  0.412  0.23
C  -4.609  2.167  3.914  -0.72
H  3.651  0.508  4.630  0.23
H  3.113  -7.479  -3.690  0.39
H  -5.122  2.851  3.229  0.23
H  3.164  -4.173  -2.657  -0.04
H  -2.112  3.408  -0.377  0.22
H  -1.511  0.783  -2.793  0.27
H  -0.247  -3.035  -4.996  0.21
C  -3.895  -2.824  -1.844  -0.43
H  -4.190  -1.856  -1.239  0.22
C  -3.159  2.559  4.017  0.60
C  -2.280  1.733  4.917  -0.73
C  1.343  -1.140  4.896  -0.72
H  -5.083  2.236  4.896  0.23
C  -0.188  2.816  0.334  0.61
C  1.541  0.351  4.952  0.60
H  -3.693  -3.933  -4.125  0.20
H  -2.260  0.697  4.569  0.23
H  1.899  -4.107  -5.221  0.22
H  2.355  3.359  -1.452  0.25
C  2.903  0.856  5.347  -0.72
H  4.429  -6.442  -3.225  0.39
C  -0.009  -3.702  -4.035  -0.42
H  6.137  3.440  -0.889  0.23
H  3.478  4.142  -2.587  0.23
C  0.868  2.997  1.392  -0.73
H  0.752  -5.608  -5.129  0.24
H  3.151  0.509  6.354  0.23
C  4.136  4.117  -0.551  0.60
N  3.503  -6.507  -3.702  -1.15
H  -2.420  -2.753  -4.951  0.23
H  -4.846  -3.166  -2.435  0.20
H  -2.650  1.782  5.945  0.22
N  -2.739  -2.462  -2.749  -0.54
H  -1.868  -0.164  -1.159  0.24

=====

(4)
Here is a 2-piece molecular cluster, C6H11NO2 overall at a distorted geometry from the OMol25 dataset. Energies are from the ωB97M-V functional and the def2-TZVPD basis.

Properties
- LUMO (Eh) = 0.0062
- net charge = 0
- HOMO (Ha) = -0.338
- structure (SMILES) = NC(=O)C=O.CC1CC1
- energy relative to the best compared isomer or geometry (same formula, charge and spin) (kJ/mol) = 395.44
- multiplicity = 1

Last column: natural (NBO) charge in e.
Atoms and positions in Å:
C  -1.611  -0.359  1.597  0.24
C  0.555  1.294  -2.190  -0.41
H  0.707  0.906  -3.187  0.22
C  -0.563  0.716  -1.365  -0.44
O  -0.376  -2.012  3.086  -0.56
H  0.759  2.352  -2.094  0.21
H  2.577  1.095  0.106  0.22
H  0.184  -3.133  0.661  0.43
C  1.497  1.001  0.224  -0.61
C  -0.708  -1.854  1.956  0.64
O  -2.717  -0.334  1.128  -0.49
H  1.304  0.376  1.098  0.21
H  -0.856  -1.335  0.323  0.47
H  1.210  -0.592  -1.248  0.21
H  1.095  1.995  0.424  0.21
N  -0.389  -2.298  0.759  -0.87
H  -1.256  0.454  2.262  0.13
H  -1.170  -0.062  -1.809  0.22
H  -1.115  1.379  -0.712  0.22
C  0.872  0.413  -1.018  -0.23

=====

(5)
Here is a 2-piece molecular cluster, C9H16N overall at a distorted geometry from the OMol25 dataset. Energies are from the ωB97M-V functional and the def2-TZVPD basis.

Properties
- LUMO (Eh) = -0.1350
- net charge = +1
- HOMO (Ha) = -0.446
- energy relative to the best compared isomer or geometry (same formula, charge and spin) (kJ/mol) = 245.90
- multiplicity = 1

Last column: natural (NBO) charge in e.
Atoms and positions in Å:
H  -0.167  1.453  3.062  0.23
N  -0.178  2.559  0.578  -0.72
H  1.894  1.891  0.982  0.25
H  1.749  -2.249  -2.897  0.25
H  -0.681  2.296  -0.343  0.48
H  1.610  1.982  3.208  0.25
H  1.097  0.532  3.174  0.28
H  -1.051  0.165  -2.593  0.22
H  -1.017  -2.790  1.185  0.21
H  -2.868  -0.155  -1.318  0.21
C  0.823  1.543  1.129  -0.28
C  -1.965  -0.676  -0.972  -0.22
H  1.089  -2.675  0.047  0.23
H  0.266  3.593  0.471  0.47
C  0.324  -2.096  -0.352  -0.23
C  -0.884  -2.213  0.363  -0.19
H  -2.942  -1.633  0.719  0.23
C  0.309  -1.248  -1.514  -0.01
C  0.832  1.464  2.634  -0.71
H  0.542  0.395  0.744  0.29
H  1.203  -0.700  -3.518  0.24
H  -0.898  2.591  1.316  0.45
C  1.422  -1.190  -2.500  -0.66
C  -0.857  -0.495  -1.761  -0.27
H  2.344  -0.835  -1.934  0.23
C  -1.996  -1.507  0.092  -0.23

=====

(6)
Here is C20H46P4SeTl as an isolated structure at a distorted geometry from the OMol25 dataset. Energies are from the ωB97M-V functional and the def2-TZVPD basis.

Properties
- LUMO (alpha / beta) (Eh) = -0.4356 / -0.4462
- net charge = +3
- HOMO (alpha / beta) (Ha) = -0.594 / -0.601
- energy relative to the best compared isomer or geometry (same formula, charge and spin) (kJ/mol) = 290.77
- multiplicity = 1

Last column: Mulliken charge in e.
Atoms and positions in Å:
H  -1.323  -0.327  3.675  0.37
H  -1.975  3.570  -0.939  0.28
C  2.535  0.271  -2.737  -0.22
C  -0.045  1.750  -8.189  -0.60
Se  -1.660  1.269  -4.322  0.17
H  -0.491  -4.992  -1.962  0.41
P  -0.226  -3.009  -0.566  0.60
H  1.630  4.339  -0.510  0.47
H  -3.919  -0.271  -2.237  0.37
H  0.103  0.096  4.663  0.45
P  -3.355  0.137  0.105  0.74
C  -0.936  1.654  -7.112  -0.41
H  2.004  1.473  -8.864  0.43
H  2.163  1.258  -3.052  0.29
C  1.716  3.263  -0.293  -1.14
H  4.050  0.989  -1.429  0.28
H  -3.395  1.381  2.187  0.33
H  0.316  3.280  2.383  0.39
H  2.783  0.580  -6.671  0.44
H  1.977  1.673  2.586  0.24
H  2.367  3.114  0.583  0.37
H  3.897  -0.876  -1.576  0.25
H  -0.774  3.154  -2.196  0.10
H  -1.404  3.327  1.874  0.26
H  0.421  -2.605  3.401  0.40
H  -0.985  0.069  -3.691  0.11
H  -3.950  -2.236  0.030  0.29
C  0.857  0.784  -5.735  0.59
H  -0.384  2.122  -9.164  0.41
H  1.722  -1.649  4.168  0.48
H  2.525  0.407  3.730  0.48
C  1.292  1.385  -8.034  -0.37
H  -4.976  1.519  1.380  0.47
H  -0.144  -4.835  1.034  0.42
P  0.037  2.588  0.044  0.64
C  -0.380  0.231  3.687  -1.23
C  -0.371  3.551  1.567  -1.25
C  3.563  0.120  -1.887  -0.69
C  2.182  0.601  2.709  -1.19
H  -1.125  -3.462  1.614  0.16
H  -3.816  -1.658  1.689  0.36
C  1.534  -3.526  -0.561  -1.13
H  2.162  2.743  -1.152  0.12
P  0.694  -0.415  2.331  0.62
H  -5.294  0.509  -1.414  0.45
C  -0.895  -4.090  0.746  -1.16
H  2.031  -0.612  -3.167  0.16
C  -0.906  3.573  -1.189  -0.90
C  1.737  0.885  -6.798  -0.49
H  -0.529  4.605  -1.164  0.49
H  -5.288  -1.289  0.744  0.43
H  -0.600  1.294  3.524  0.29
H  2.007  -2.457  2.601  0.35
Tl  -1.052  -0.131  -1.381  0.72
C  -4.190  -1.388  0.691  -1.16
H  -0.342  -3.504  -2.954  0.38
C  1.265  -1.933  3.212  -1.25
H  -1.971  1.945  -7.241  0.42
H  1.188  0.400  -4.768  -0.29
H  2.977  0.321  2.010  0.36
C  -3.889  1.494  1.213  -1.13
H  -3.576  2.467  0.814  0.26
H  -3.857  1.451  -1.903  0.25
H  -1.815  -4.575  0.399  0.47
H  2.020  -3.132  0.345  0.18
C  -0.788  -3.941  -2.045  -1.26
H  -0.277  4.628  1.355  0.47
H  1.585  -4.621  -0.566  0.49
C  -4.199  0.491  -1.496  -1.28
C  -0.478  1.206  -5.856  0.46
H  2.039  -3.124  -1.451  0.31
H  -1.884  -3.871  -2.127  0.40